Entry 1:
Computed, not measured: a cluster of 31 separate species, CH64O31 in total in a non-equilibrium geometry, with ωB97M-V with the def2-TZVPD basis set.

Last column: Mulliken charge in e.
Cartesian coordinates (Å):
O1 -0.0341 12.5200 18.0018  -0.08
H1 -0.5670 11.8294 18.4027  0.05
H2 -0.5861 13.3011 17.9195  0.41
H3 0.2244 12.1720 17.1452  0.49
C1 -1.7856 9.4344 18.9304  -0.07
O2 -1.9214 10.7916 19.0230  0.15
H4 -2.7100 8.9698 19.2737  -0.32
H5 -1.5745 9.0939 17.9167  0.15
H6 -0.9425 9.0160 19.4801  -0.25
O3 -2.5454 5.9152 18.6558  -0.59
H7 -2.9271 5.9998 19.5294  0.32
H8 -3.1766 6.3409 18.0757  0.32
O4 0.8117 10.8016 20.6109  -0.43
H9 0.0003 10.6854 20.1166  0.19
H10 1.2542 9.9550 20.5482  0.32
O5 -7.4887 6.9006 21.9830  -0.66
H11 -6.7985 7.2633 21.4278  0.33
H12 -7.7973 7.6451 22.4995  0.30
O6 -2.2809 12.2766 15.0735  -0.65
H13 -3.0181 11.7205 15.3255  0.36
H14 -1.5050 11.7669 15.3067  0.39
O7 -4.2614 12.5215 23.4394  -0.65
H15 -3.6719 12.2386 22.7404  0.34
H16 -4.3763 13.4601 23.2913  0.30
O8 2.9409 6.2312 19.2288  -0.59
H17 2.8610 5.4497 18.6820  0.26
H18 2.6783 5.9408 20.1023  0.29
O9 -1.0761 11.3760 23.3989  -0.60
H19 -0.3219 11.9216 23.1762  0.30
H20 -1.5666 11.2989 22.5806  0.25
O10 -1.9843 8.6823 12.9783  -0.61
H21 -2.5301 8.0239 13.4082  0.30
H22 -1.1323 8.6054 13.4078  0.33
O11 0.5306 8.5352 14.7140  -0.67
H23 0.4031 7.9190 15.4354  0.29
H24 1.4507 8.7914 14.7771  0.32
O12 2.9916 12.7533 19.9238  -0.63
H25 3.6419 12.2644 20.4280  0.28
H26 2.1538 12.5233 20.3257  0.31
O13 -5.2127 6.8354 18.2846  -0.63
H27 -5.2708 7.2471 19.1468  0.34
H28 -5.5293 5.9428 18.4231  0.28
O14 0.0747 6.3476 16.9965  -0.51
H29 0.5704 5.5294 17.0279  0.24
H30 -0.7222 6.1648 17.4942  0.31
O15 -4.6975 11.7183 17.9967  -0.13
H31 -3.8386 11.4847 18.3487  -0.13
H32 -4.6577 11.4603 17.0757  0.18
O16 -0.0458 6.3361 21.3242  -0.66
H33 0.2883 7.2303 21.2524  0.35
H34 -0.8367 6.3315 20.7849  0.31
O17 -3.3953 14.5599 19.2782  -0.57
H35 -3.6211 15.2867 19.8587  0.23
H36 -3.3722 13.7934 19.8511  0.46
O18 -3.2505 12.2380 21.0319  -0.72
H37 -2.8480 11.6510 20.3918  0.13
H38 -4.1894 12.1777 20.8557  0.44
O19 2.4134 8.5826 18.1708  -0.61
H39 2.7322 7.8192 18.6523  0.43
H40 1.5355 8.3342 17.8812  0.26
O20 -2.9952 5.5883 21.5484  -0.54
H41 -3.0298 4.6423 21.6902  0.27
H42 -3.6963 5.9391 22.0976  0.26
O21 2.1525 8.3635 21.2843  -0.58
H43 2.1658 7.4384 21.5296  0.21
H44 2.7492 8.7845 21.9032  0.21
O22 -6.4337 9.2491 17.7907  -0.66
H45 -5.9368 8.4611 17.5707  0.32
H46 -5.7662 9.9086 17.9802  0.29
O23 -0.9363 15.6247 20.7776  -0.61
H47 -1.5888 16.0701 20.2371  0.30
H48 -0.5373 14.9819 20.1912  0.30
O24 -3.7846 7.6327 15.0290  -0.66
H49 -4.0002 7.5005 15.9522  0.29
H50 -4.2878 6.9624 14.5667  0.29
O25 -4.9295 8.3947 20.8393  -0.33
H51 -5.1795 9.2285 20.4412  0.17
H52 -4.0949 8.5758 21.2716  0.16
O26 -1.6679 14.5354 17.2149  -0.74
H53 -2.3474 14.8083 17.8314  0.30
H54 -2.1438 14.0844 16.5175  0.37
O27 0.2004 11.3480 15.7024  -0.69
H55 0.1911 10.4993 15.2597  0.29
H56 0.8333 11.8693 15.2085  0.26
O28 0.2886 8.4688 24.2085  -0.59
H57 -0.5846 8.8276 24.0505  0.29
H58 0.2143 7.5440 23.9732  0.30
O29 -5.7650 11.0738 21.2903  -0.59
H59 -6.0922 11.2916 22.1631  0.22
H60 -6.5045 10.6486 20.8560  0.29
O30 -6.4358 13.7347 17.5977  -0.62
H61 -6.0492 12.9374 17.9596  0.32
H62 -7.2696 13.8277 18.0584  0.29
O31 -4.8312 10.2806 15.3870  -0.49
H63 -5.5132 10.2625 14.7156  0.23
H64 -4.4438 9.4058 15.3592  0.31

- HOMO energy: -8.825 eV
- E_tot: -2408.90459 hartree
- LUMO energy: -0.445 eV
- Molecular weight: 572.49 g/mol

Entry 2:
Computed, not measured: a cluster of 2 separate species, CH6Cl2OSi2 in total in a non-equilibrium geometry, with ωB97M-V with the def2-TZVPD basis set.

Last column: natural (NBO) charge in e.
Cartesian coordinates (Å):
C1 1.7111 0.0025 -0.1800  -1.10
Si1 0.3546 1.3442 -0.0389  1.34
Cl1 -0.6761 0.8174 1.6387  -0.38
Cl2 1.4228 3.0295 0.6901  -0.44
H1 1.2792 -0.9641 -0.0561  0.24
H2 2.1941 -0.1785 -1.2158  0.25
H3 2.5118 0.3064 0.4584  0.26
H4 -0.2544 2.0068 -1.1200  -0.16
O1 -1.6365 -0.4764 -1.1033  -1.17
Si2 -2.1057 -1.5729 -0.1426  1.68
H5 -1.7526 -2.8792 0.1556  -0.25
H6 -3.0483 -1.4357 0.9139  -0.26

- SMILES string: C[SiH](Cl)Cl.O=[SiH2]
- HOMO energy: -10.654 eV
- E_tot: -1616.36653 hartree
- LUMO energy: -0.844 eV
- Molecular weight: 161.14 g/mol

Entry 3:
Computed, not measured: a cluster of 2 separate species, CH6FN2OP in total in a non-equilibrium geometry, with ωB97M-V with the def2-TZVPD basis set.

Last column: natural (NBO) charge in e.
Cartesian coordinates (Å):
C1 -1.2602 -1.1827 -0.0250  -0.26
N1 0.1721 0.8821 -1.6444  -1.16
N2 1.1352 1.6695 0.9471  -1.12
O1 -0.4560 -0.2066 0.6225  -0.77
F1 3.0345 -1.2534 -0.0769  -0.80
P1 0.6342 0.5803 -0.1994  2.21
H1 -1.4252 -0.9185 -1.0681  0.21
H2 -2.2069 -1.2071 0.5132  0.20
H3 -0.7759 -2.1578 0.0404  0.21
H4 0.8317 1.3362 -2.2498  0.41
H5 1.2781 1.2244 1.8464  0.44
H6 1.9217 2.2482 0.6880  0.43

- HOMO energy (alpha / beta): -9.038 / -9.217 eV
- E_tot: -667.58625 hartree
- LUMO energy (alpha / beta): -1.814 / -1.788 eV
- Molecular weight: 112.04 g/mol

Entry 4:
Computed, not measured: a cluster of 2 separate species, CH6FN4 in total in a non-equilibrium geometry, with ωB97M-V with the def2-TZVPD basis set.

Last column: natural (NBO) charge in e.
Cartesian coordinates (Å):
C1 0.5851 -0.6442 -0.6830  0.49
N1 1.9583 0.4070 0.7859  -0.32
N2 1.5145 0.2801 -0.4269  -0.31
N3 -0.9776 0.4463 0.1708  -0.34
N4 -2.2272 0.0108 0.3052  -0.44
F1 0.4609 -1.5736 0.2504  -0.27
H1 0.1586 -0.8616 -1.5973  0.22
H2 2.3971 1.2427 0.9281  0.35
H3 -0.3903 0.1269 1.0131  0.37
H4 1.8083 0.8849 -1.3167  0.44
H5 -2.8092 0.2282 -0.4817  0.41
H6 -2.4785 -0.5475 1.0521  0.40

- HOMO energy (alpha / beta): -14.013 / -13.473 eV
- E_tot: -360.14595 hartree
- LUMO energy (alpha / beta): -5.678 / -5.853 eV
- Charge: +1
- Molecular weight: 93.08 g/mol

Which value of molecular weight does entry 4 give?
93.08 g/mol

Which value of molecular weight does entry 1 give?
572.49 g/mol

Which value of E_tot does entry 1 give?
-2408.90459 hartree